# 1
This record from OMol25 describes an isolated molecule of C8H8OS at a distorted geometry. The level of theory is ωB97M-V/def2-TZVPD.

```
18
Properties=species:S:1:pos:R:3:forces:R:3:nbo_charge:R:1
C -2.4931 0.7771 0.2052 2.3 1.2 -0.4 0.115
C -1.3404 1.2610 -0.0081 -2.4 0.1 0.5 -0.114
C -2.9269 -0.5108 0.2185 -0.1 -0.1 0.0 -0.310
C -1.8140 -1.3313 -0.0173 0.0 -0.1 0.0 -0.186
C -0.2126 0.5370 -0.2786 -0.2 -0.4 0.1 0.256
C -0.5255 -0.8486 -0.2495 0.7 -0.3 -0.2 -0.237
C 1.1494 2.3889 -0.5975 0.0 0.5 0.0 -0.253
C 1.9910 -1.5968 0.6629 -0.3 0.0 -0.3 -0.732
O 1.0300 0.9860 -0.5390 -0.4 -0.5 0.0 -0.486
S 0.7519 -2.0351 -0.5965 0.1 0.0 0.0 0.232
H -3.9220 -0.8818 0.3851 -0.1 -0.1 0.0 0.235
H -1.9522 -2.4015 -0.0290 0.0 -0.1 0.0 0.233
H 2.1891 2.6018 -0.8406 -0.1 0.0 0.0 0.202
H 0.8905 2.8410 0.3659 0.0 0.0 -0.1 0.186
H 0.4943 2.8032 -1.3712 0.1 0.0 0.1 0.188
H 2.7424 -2.3787 0.6287 0.1 -0.1 0.0 0.227
H 1.5144 -1.5751 1.6380 0.1 0.0 0.1 0.217
H 2.4336 -0.6362 0.4230 0.1 0.0 0.1 0.227
```
Forces are in eV/Å.

Computed properties:
LUMO ... -0.215 eV
SMILES ... COc1c#cccc1SC
Total energy ... -782.9257 Eh
Orbital gap ... 8.1 eV



# 2
This record from OMol25 describes an isolated molecule of C8H9BO3 at a distorted geometry. The level of theory is ωB97M-V/def2-TZVPD.

```
21
Properties=species:S:1:pos:R:3:forces:R:3:nbo_charge:R:1
B 0.5783 -1.8044 0.0372 -0.6 0.0 1.0 1.079
C 0.7100 2.1255 0.0835 1.5 -0.2 1.8 -0.239
C -0.5382 2.5723 0.2304 1.6 -3.1 -1.0 -0.152
C 0.1653 -0.3153 0.0399 -0.5 1.3 -0.6 -0.295
C 1.0581 0.6981 -0.0380 0.5 -1.1 -0.1 -0.100
C -1.2635 0.0514 -0.0428 -1.0 -0.2 0.6 0.000
C -2.2484 -0.8802 -0.0419 0.2 1.2 1.0 -0.370
C 2.5033 0.2702 -0.1028 0.1 4.1 -0.1 0.402
C -1.5831 1.5239 -0.1977 -1.3 2.6 -0.9 -0.480
O 3.3787 1.1425 -0.1480 -0.9 -2.2 0.1 -0.524
O 0.7124 -2.5218 1.1846 0.0 0.7 0.8 -0.862
O 0.6621 -2.4343 -1.1313 0.2 -2.1 -1.6 -0.861
H 1.5532 2.7035 0.5086 -0.5 0.0 -0.8 0.227
H -0.5203 3.5533 0.6164 -1.5 1.0 0.2 0.229
H -3.3356 -0.7424 0.0885 0.8 0.5 -0.5 0.209
H -1.9646 -1.8764 0.1462 0.4 -1.3 -0.2 0.184
H 2.6954 -0.7916 -0.1507 0.4 -0.7 0.0 0.124
H -2.5739 1.8518 0.2508 0.9 -0.9 -0.8 0.233
H -1.6190 1.7143 -1.3290 -0.5 -0.3 1.3 0.242
H 0.9259 -3.4255 0.9914 0.2 -0.8 0.2 0.473
H 0.7041 -3.4150 -0.9951 0.1 1.2 -0.6 0.479
```
Forces are in eV/Å.

Computed properties:
LUMO ... -0.255 eV
SMILES ... C=C1CC=CC(C=O)=C1B(O)O
Total energy ... -560.8326 Eh
Orbital gap ... 8.0 eV



# 3
This record from OMol25 describes an isolated molecule of C8H9BrN2 at a distorted geometry. The level of theory is ωB97M-V/def2-TZVPD.

```
20
Properties=species:S:1:pos:R:3:forces:R:3:nbo_charge:R:1
C 0.1898 -0.7637 -0.0125 -0.5 -0.7 1.3 -0.247
C -0.6140 2.7294 -0.1345 0.9 -0.8 0.2 0.275
C -1.6581 0.8468 -0.0018 -5.0 -2.9 0.8 0.055
C -0.2873 0.4960 -0.0893 2.0 -0.7 -0.4 0.108
C -2.7453 -0.1127 0.0706 4.6 0.1 -0.5 -0.090
C -0.8797 -1.7995 0.5032 1.2 0.1 -1.4 -0.419
C -2.3376 -1.6597 0.0393 0.0 2.0 0.1 -0.432
C 1.8330 1.8040 -0.2425 0.1 2.3 0.3 -0.413
N -1.7947 2.2072 0.0456 0.2 2.5 -0.5 -0.476
N 0.3755 1.7287 -0.2376 0.1 0.4 0.0 -0.416
Br -4.5417 0.2423 0.1945 -0.4 0.5 0.0 0.128
H 1.2654 -1.0885 0.0953 -1.3 0.7 -0.4 0.217
H -0.2853 3.8219 -0.2083 -0.9 -1.7 0.2 0.211
H -0.5656 -2.7633 0.1211 0.2 -0.4 0.3 0.213
H -0.7975 -1.8264 1.5875 -0.2 0.1 0.2 0.209
H -2.9459 -2.1747 0.7773 -0.2 0.0 0.0 0.224
H -2.5408 -2.1853 -0.9302 0.2 0.9 0.5 0.215
H 2.2847 1.8894 0.7926 -0.5 -0.9 -1.0 0.206
H 2.1879 1.0256 -0.9006 0.4 -0.5 0.4 0.221
H 2.2093 2.7616 -0.7130 -0.8 -0.8 0.2 0.212
```
Forces are in eV/Å.

Computed properties:
LUMO (alpha / beta) ... 0.039 / 0.040 eV
SMILES ... Cn1cnc2c1=CCCC=2Br
Total energy ... -2993.6992 Eh
Orbital gap (alpha / beta) ... 7.2 / 7.2 eV



# 4
This record from OMol25 describes an isolated ion of composition C8H9BrN3 and charge +1 at a distorted geometry. The level of theory is ωB97M-V/def2-TZVPD.

```
21
Properties=species:S:1:pos:R:3:forces:R:3:nbo_charge:R:1
C -0.0142 1.5092 0.6877 -1.2 -0.7 -0.3 0.493
C 2.4323 0.2229 -0.5031 -0.6 0.8 0.7 -0.034
C 0.3867 -0.8100 -0.0841 0.6 -1.4 0.7 0.396
C -0.9308 2.5601 0.8121 3.3 -0.7 0.5 -0.337
C -1.9158 2.6148 -0.0955 -1.1 2.0 0.2 -0.085
C -2.1689 1.5738 -0.9171 -3.9 1.1 -1.4 -0.245
C -1.5051 0.4443 -0.7125 0.3 -4.3 -3.7 0.089
C -0.3032 -2.0636 0.1550 -1.4 -1.9 4.1 -0.705
N -0.3442 0.3850 -0.0547 1.4 2.4 2.2 -0.381
N 1.7745 -0.8402 -0.0216 1.2 1.0 -0.2 -0.271
N 2.3827 -2.0541 0.3023 -1.1 -1.2 0.0 -0.656
Br 4.2461 0.2784 -0.0638 0.0 -0.2 -0.2 0.113
H -0.8352 3.4642 1.3758 0.9 -0.1 0.8 0.273
H -2.4430 3.5663 -0.0467 -0.5 -0.4 -0.6 0.256
H -3.0806 1.7099 -1.5769 1.5 -0.9 0.6 0.278
H -1.6740 -0.5058 -1.3634 0.0 1.9 1.4 0.256
H 0.0345 -2.7398 1.1491 -0.4 2.0 -2.7 0.260
H -1.3899 -2.0264 0.3509 0.4 0.9 0.0 0.252
H -0.2970 -2.7009 -0.6580 0.7 -1.6 -1.8 0.258
H 3.3291 -2.1673 0.0303 0.8 0.8 -0.8 0.403
H 2.3159 -2.4207 1.2342 -0.7 0.6 0.6 0.389
```
Forces are in eV/Å.

Computed properties:
LUMO (alpha / beta) ... -5.276 / -5.993 eV
Total energy ... -3047.9770 Eh
Charge ... +1
Orbital gap (alpha / beta) ... 7.1 / 5.7 eV



# 5
This record from OMol25 describes a 2-piece molecular cluster, C8H9ClN2 overall at a distorted geometry. The level of theory is ωB97M-V/def2-TZVPD.

```
20
Properties=species:S:1:pos:R:3:forces:R:3:nbo_charge:R:1
C -3.4382 0.0703 -0.5407 -2.6 0.0 0.2 -0.199
C -3.1104 1.4093 -0.3919 2.2 0.3 0.5 -0.207
C -2.5176 -0.9234 -0.8300 -2.2 -1.8 -1.1 -0.189
C -1.6874 1.7624 -0.4800 -3.4 -3.2 0.3 -0.133
C -1.2331 -0.6276 -0.7783 1.1 2.2 0.3 -0.175
C -0.8070 0.6791 -0.5731 0.0 2.1 -0.3 -0.182
C 0.5825 1.0233 -0.5172 7.0 1.2 2.0 0.304
C 3.1325 -1.5180 1.0048 -1.8 3.7 -1.9 -0.433
N 1.7452 1.2935 -0.2536 -7.3 -1.0 -2.5 -0.340
N 3.2424 -0.0271 1.2233 1.7 -0.6 0.9 -0.554
Cl 4.6849 0.3129 2.2280 -0.2 -0.1 -0.1 -0.012
H -4.4954 -0.2898 -0.4113 1.0 0.8 -0.3 0.221
H -3.8316 2.1777 -0.0508 0.4 -0.7 -0.6 0.231
H -2.8030 -1.9414 -1.2348 0.0 1.3 1.1 0.227
H -1.4231 2.7602 -0.3632 0.8 1.5 0.1 0.227
H -0.5227 -1.3269 -0.9413 2.2 -2.2 -0.5 0.217
H 2.2431 -1.3448 0.3655 0.3 -1.2 -0.4 0.204
H 3.9652 -1.8151 0.4272 0.8 -1.2 -0.3 0.192
H 2.7518 -2.1047 1.7992 0.4 -0.3 1.2 0.212
H 3.5218 0.4300 0.3181 -0.5 -0.9 1.3 0.389
```
Forces are in eV/Å.

Computed properties:
LUMO ... 0.112 eV
SMILES ... N#Cc1ccccc1.CNCl
Total energy ... -879.8304 Eh
Orbital gap ... 9.0 eV



# 6
This record from OMol25 describes an isolated molecule of C8H9ClO2S2 at a distorted geometry. The level of theory is ωB97M-V/def2-TZVPD.

```
22
Properties=species:S:1:pos:R:3:forces:R:3:nbo_charge:R:1
C -0.1049 0.1905 -1.7865 -2.9 -2.2 -0.2 -0.162
C -0.3961 -0.8250 -0.7374 0.5 1.2 -2.3 -0.158
C 0.2672 -0.7913 0.3945 -0.1 -0.1 1.2 0.346
C 0.7294 1.1959 -1.7900 1.5 0.9 0.1 -0.295
C 0.0826 -1.7731 1.4930 0.5 2.7 1.8 -0.452
C -0.7697 -1.2091 2.6802 1.3 -0.5 1.3 -0.579
C -2.4106 0.9120 3.0504 0.5 -1.8 -1.3 -0.410
C 1.1282 1.8999 -3.0611 1.2 1.0 -1.5 -0.661
O 3.0623 0.7289 -0.8838 -0.3 0.4 0.3 -0.900
O 1.0542 0.2542 0.7132 0.5 1.2 -0.5 -0.673
S -2.3669 -0.5948 2.2011 -0.6 2.5 0.8 0.375
S 1.8357 1.3765 -0.4119 0.2 -1.3 0.5 1.519
Cl -1.3928 -2.1414 -1.2461 -0.1 0.0 0.1 0.016
H -0.7597 0.0100 -2.6688 0.8 0.3 0.4 0.224
H -0.3768 -2.5993 1.1404 -1.5 -2.7 -1.3 0.228
H 1.0473 -2.0786 1.8453 0.6 -0.1 0.5 0.240
H -0.8831 -1.9454 3.5043 -0.1 -0.2 -0.9 0.234
H -0.2784 -0.4025 3.2402 0.0 0.2 -0.7 0.258
H -3.2991 1.4335 2.6621 -0.4 -0.3 0.1 0.130
H 2.2676 1.8782 -3.3004 -1.9 -1.2 0.3 0.252
H 1.1083 3.0081 -3.1771 -1.1 -0.4 0.9 0.234
H 0.4551 1.4728 -3.8618 1.2 0.5 0.5 0.234
```
Forces are in eV/Å.

Computed properties:
LUMO ... -0.212 eV
Total energy ... -1717.0967 Eh
Orbital gap ... 8.7 eV



# 7
This record from OMol25 describes C8H9ClO3Os as an isolated structure at a distorted geometry. The level of theory is ωB97M-V/def2-TZVPD.

```
22
Properties=species:S:1:pos:R:3:forces:R:3:nbo_charge:R:1
Cl 0.0725 2.8523 0.0984 -0.1 0.7 -0.3 0.122
C -1.9157 -0.4573 -0.4644 -0.2 0.1 1.2 -0.259
C -1.0583 -1.5905 -0.1974 -1.1 -0.9 -0.7 -0.154
C 0.1939 -1.3612 -0.8379 0.7 0.3 -0.3 -0.241
H -1.3821 -2.5388 0.3101 0.5 1.2 -0.5 0.305
C 0.1361 -0.0833 -1.5205 0.3 -0.7 -0.1 0.021
C -1.1773 0.4769 -1.2479 -0.3 0.3 -0.9 -0.228
H -1.5185 1.4489 -1.6335 0.0 -0.7 0.0 0.303
H -2.9784 -0.3549 -0.1522 1.0 -0.1 -0.3 0.316
H 1.0503 -2.0761 -0.9094 -0.9 0.8 0.3 0.316
C 1.2177 0.5557 -2.3391 -0.4 -0.1 0.6 -0.659
Os -0.0450 0.4817 0.7566 -1.9 -2.1 -4.1 0.656
C 1.7052 0.7903 1.2950 8.9 2.4 3.1 0.548
O 2.8078 1.0788 1.6063 -5.5 -1.7 -1.6 -0.285
C -0.9121 1.1718 2.2614 -3.9 4.9 7.8 0.540
O -1.4268 1.7771 3.1399 2.6 -3.5 -4.7 -0.271
H 2.1906 0.2846 -1.9190 0.0 0.1 -0.3 0.260
H 1.0799 1.6373 -2.2914 0.2 -0.1 -0.3 0.249
H 1.1635 0.2126 -3.3774 0.0 0.0 0.1 0.302
O 0.3741 -1.5057 2.1147 -0.3 0.1 0.8 -0.878
H 0.9427 -1.1292 2.8190 -0.5 -0.7 0.1 0.520
H -0.5202 -1.6709 2.4887 0.9 -0.2 0.3 0.519
```
Forces are in eV/Å.

Computed properties:
LUMO (alpha / beta) ... -9.120 / -12.885 eV
⟨S²⟩ ... 6.028
Multiplicity ... 5
Total energy ... -1085.9934 Eh
Charge ... +2
Orbital gap (alpha / beta) ... 7.3 / 6.0 eV



# 8
This record from OMol25 describes C8H9FeOS5 as an isolated structure. The level of theory is ωB97M-V/def2-TZVPD.

```
24
Properties=species:S:1:pos:R:3:forces:R:3:nbo_charge:R:1
Fe 0.0553 0.4888 0.4409 0.3 0.1 0.1 1.087
S 5.3882 -0.4798 5.1259 0.0 0.1 -0.1 -0.193
C 4.1385 -0.2855 4.0472 0.1 -0.2 0.1 -0.571
S 2.5083 -0.0098 4.5070 0.0 0.0 0.0 0.474
C 1.7797 -0.0160 2.9152 0.0 0.0 0.0 -0.419
C 2.6407 -0.2092 1.8891 0.0 0.0 0.0 -0.413
S 2.2643 -0.2863 0.1817 -0.1 -0.1 0.1 -0.394
S 4.3183 -0.4057 2.3442 0.0 0.0 0.0 0.474
S 0.0494 0.1832 2.8017 0.1 0.0 0.0 -0.389
O -2.7484 -0.8950 0.3745 -0.1 -0.1 0.0 -0.472
C -1.6807 -0.5347 0.2945 0.0 -0.1 0.0 0.446
C -1.8239 2.2483 -2.0993 0.0 0.0 0.0 -0.599
C -0.4783 2.7698 -1.6030 0.0 0.0 0.0 -0.228
C 0.6483 2.2310 -2.4804 0.0 0.0 0.0 -0.601
C -0.2541 2.4176 -0.1338 -0.1 0.2 -0.1 -0.948
H -2.0415 2.5921 -3.1150 0.0 0.0 0.0 0.192
H -2.6394 2.5733 -1.4488 0.0 0.0 0.0 0.200
H -1.8280 1.1536 -2.1144 0.0 0.0 0.0 0.188
H -0.4895 3.8636 -1.7267 0.0 0.0 0.0 0.170
H 0.6929 1.1384 -2.4187 0.0 0.0 0.0 0.194
H 1.6194 2.6065 -2.1535 0.0 0.0 0.0 0.212
H 0.5069 2.5018 -3.5314 0.0 0.0 0.0 0.189
H -1.0718 2.8284 0.4748 0.0 0.0 0.0 0.194
H 0.6649 2.8961 0.2317 0.0 0.0 0.0 0.207
```
Forces are in eV/Å.

Computed properties:
LUMO (alpha / beta) ... 2.956 / 2.511 eV
⟨S²⟩ ... 6.046
Multiplicity ... 5
Total energy ... -3640.2121 Eh
Charge ... -1
Orbital gap (alpha / beta) ... 6.7 / 6.5 eV



# 9
This record from OMol25 describes a 2-piece molecular cluster, C8H9INO overall at a distorted geometry. The level of theory is ωB97M-V/def2-TZVPD.

```
20
Properties=species:S:1:pos:R:3:forces:R:3:nbo_charge:R:1
C -2.8958 -1.6494 0.0244 -0.4 0.6 -2.9 -0.085
C -2.0265 -1.7024 1.0756 -1.1 0.2 -0.7 -0.245
C -2.6081 -0.9222 -1.1764 -0.1 -0.2 0.1 -0.211
C -0.9361 -0.8587 1.0751 0.8 -0.5 2.6 -0.071
C -1.4912 -0.1681 -1.2217 1.0 1.0 2.3 -0.127
C -0.7244 -0.0192 -0.0162 -1.2 -1.2 -0.8 -0.240
C 3.9361 1.1433 0.5867 0.3 1.4 0.4 0.117
C 0.3512 0.8303 0.0948 2.3 0.9 1.2 0.295
N 0.6102 1.9297 -0.5556 -1.4 -0.5 -0.4 -0.666
O 5.2003 1.0360 0.6844 0.1 -2.0 -0.8 -0.665
I 3.1672 -0.6313 -0.2991 0.5 -0.9 -0.3 0.059
H -3.8023 -2.2255 0.0230 -0.2 -0.2 0.2 0.234
H -2.4433 -2.3652 1.7928 0.9 -0.3 1.4 0.252
H -3.1324 -0.8333 -2.1230 -0.9 -0.9 0.5 0.248
H -0.3023 -0.8514 2.0513 -0.9 0.3 -2.1 0.247
H -1.1854 0.3902 -2.0746 0.0 0.3 -0.7 0.220
H 1.0813 0.5394 0.8575 -0.2 0.4 -0.4 0.234
H -0.1499 2.3767 -1.0498 0.3 0.0 -0.5 0.419
H 5.8069 1.7321 0.9432 -0.5 1.0 0.5 0.541
H 1.5445 2.2493 -0.6925 0.6 0.5 0.5 0.442
```
Forces are in eV/Å.

Computed properties:
LUMO ... -4.807 eV
Total energy ... -737.5652 Eh
Charge ... +1
Orbital gap ... 7.4 eV



# 10
This record from OMol25 describes C8H9IrN3O4S2Te4 as an isolated structure. The level of theory is ωB97M-V/def2-TZVPD.

```
31
Properties=species:S:1:pos:R:3:forces:R:3:nbo_charge:R:1
Ir -1.7370 -0.9371 0.5452 -0.7 -0.4 0.3 0.540
Te -2.3029 -0.5456 3.0526 0.0 0.0 0.2 -0.101
Te -2.4596 -3.1368 3.8169 0.0 0.0 -0.1 -0.127
Te -4.2121 -3.8555 1.8152 0.0 0.0 0.1 -0.139
Te -4.3017 -1.4425 0.5953 0.2 0.1 -0.3 0.308
N 5.0719 1.1155 0.6796 -0.1 0.0 0.0 -0.780
C 4.4689 -0.0812 0.3146 0.0 0.0 0.0 -0.039
S 5.5340 -1.2985 -0.3090 0.0 0.0 0.0 0.230
C 3.0777 -0.2712 0.4119 0.0 0.0 0.0 -0.113
C 2.4677 -1.5191 0.1470 0.1 0.0 0.0 -0.237
C 1.1148 -1.6698 0.2867 -0.1 0.0 0.1 0.055
N 0.3019 -0.6730 0.6883 0.1 0.3 -0.5 -0.456
C 0.8591 0.5278 0.9231 -0.1 0.0 0.2 0.057
C 2.2035 0.7738 0.7953 0.0 0.0 0.0 -0.257
H 6.0783 1.1078 0.7304 0.0 0.0 0.0 0.385
H 4.6452 1.5772 1.4711 0.1 0.0 0.0 0.389
H 3.0638 -2.3695 -0.1595 0.0 0.0 0.0 0.218
H 0.6299 -2.6140 0.0823 0.0 0.0 -0.1 0.228
H 0.1699 1.3080 1.2212 0.0 0.0 -0.1 0.233
H 2.5568 1.7826 0.9586 0.0 0.0 0.0 0.212
C -2.1884 2.1794 -1.9575 0.0 0.0 0.0 -0.900
S -3.3566 1.8520 -0.6627 -0.1 -0.1 0.2 2.414
O -3.9754 3.1136 -0.3229 0.0 0.0 -0.1 -0.996
O -4.2611 0.8289 -1.1771 0.0 0.0 0.0 -1.017
O -2.5367 1.3196 0.4638 0.3 0.2 0.0 -1.065
H -2.7435 2.3505 -2.8769 0.0 0.0 0.0 0.236
H -1.5432 1.3109 -2.0651 0.0 0.0 0.0 0.240
H -1.6170 3.0630 -1.6805 0.0 0.0 0.0 0.223
O -1.8401 -1.1441 -3.7683 0.0 0.0 0.0 -0.646
C -1.6884 -1.2555 -2.5892 0.1 0.0 0.1 0.761
N -1.4795 -1.3974 -1.4303 0.1 0.1 -0.3 -0.852
```
Forces are in eV/Å.

Computed properties:
LUMO (alpha / beta) ... 1.808 / -1.518 eV
⟨S²⟩ ... 6.059
Multiplicity ... 5
Total energy ... -2748.3457 Eh
Charge ... -1
Orbital gap (alpha / beta) ... 6.1 / 2.8 eV



> Which value of total energy does entry 1 give?

-782.9257 Eh



What did the tenth record say?
This record from OMol25 describes C8H9IrN3O4S2Te4 as an isolated structure. The level of theory is ωB97M-V/def2-TZVPD.

```
31
Properties=species:S:1:pos:R:3:forces:R:3:nbo_charge:R:1
Ir -1.7370 -0.9371 0.5452 -0.7 -0.4 0.3 0.540
Te -2.3029 -0.5456 3.0526 0.0 0.0 0.2 -0.101
Te -2.4596 -3.1368 3.8169 0.0 0.0 -0.1 -0.127
Te -4.2121 -3.8555 1.8152 0.0 0.0 0.1 -0.139
Te -4.3017 -1.4425 0.5953 0.2 0.1 -0.3 0.308
N 5.0719 1.1155 0.6796 -0.1 0.0 0.0 -0.780
C 4.4689 -0.0812 0.3146 0.0 0.0 0.0 -0.039
S 5.5340 -1.2985 -0.3090 0.0 0.0 0.0 0.230
C 3.0777 -0.2712 0.4119 0.0 0.0 0.0 -0.113
C 2.4677 -1.5191 0.1470 0.1 0.0 0.0 -0.237
C 1.1148 -1.6698 0.2867 -0.1 0.0 0.1 0.055
N 0.3019 -0.6730 0.6883 0.1 0.3 -0.5 -0.456
C 0.8591 0.5278 0.9231 -0.1 0.0 0.2 0.057
C 2.2035 0.7738 0.7953 0.0 0.0 0.0 -0.257
H 6.0783 1.1078 0.7304 0.0 0.0 0.0 0.385
H 4.6452 1.5772 1.4711 0.1 0.0 0.0 0.389
H 3.0638 -2.3695 -0.1595 0.0 0.0 0.0 0.218
H 0.6299 -2.6140 0.0823 0.0 0.0 -0.1 0.228
H 0.1699 1.3080 1.2212 0.0 0.0 -0.1 0.233
H 2.5568 1.7826 0.9586 0.0 0.0 0.0 0.212
C -2.1884 2.1794 -1.9575 0.0 0.0 0.0 -0.900
S -3.3566 1.8520 -0.6627 -0.1 -0.1 0.2 2.414
O -3.9754 3.1136 -0.3229 0.0 0.0 -0.1 -0.996
O -4.2611 0.8289 -1.1771 0.0 0.0 0.0 -1.017
O -2.5367 1.3196 0.4638 0.3 0.2 0.0 -1.065
H -2.7435 2.3505 -2.8769 0.0 0.0 0.0 0.236
H -1.5432 1.3109 -2.0651 0.0 0.0 0.0 0.240
H -1.6170 3.0630 -1.6805 0.0 0.0 0.0 0.223
O -1.8401 -1.1441 -3.7683 0.0 0.0 0.0 -0.646
C -1.6884 -1.2555 -2.5892 0.1 0.0 0.1 0.761
N -1.4795 -1.3974 -1.4303 0.1 0.1 -0.3 -0.852
```
Forces are in eV/Å.

Computed properties:
LUMO (alpha / beta) ... 1.808 / -1.518 eV
⟨S²⟩ ... 6.059
Multiplicity ... 5
Total energy ... -2748.3457 Eh
Charge ... -1
Orbital gap (alpha / beta) ... 6.1 / 2.8 eV



> The lowest total energy belongs to which entry?

C8H9FeOS5



> The highest total energy belongs to which entry?

C8H9BO3